Record 1
DFT (the ωB97M-V functional and the def2-TZVPD basis) results for 2 unconnected molecules or ions with the total composition C4H2NO2P.

Computed properties:
E_HOMO (spin up / spin down)   -0.274 / -0.344 hartree
DFT total energy   -19047.513 eV
Expectation value of S²   2.022
Spin multiplicity   3
Maximum force   0.05679 hartree/bohr

Geometry as XYZ:
```
10
Properties=species:S:1:pos:R:3:forces:R:3:lowdin_spin:R:1
C -2.0429 -1.1525 -0.9882 0.65 -0.50 -0.83 1.1576
C -0.6714 -1.1469 -0.8155 -1.24 0.20 -0.76 0.2301
C 0.5473 1.5755 0.8527 0.39 -0.58 -0.26 0.0042
C 0.5877 -1.1682 -1.0319 -0.28 0.06 -0.54 0.1808
N 1.7221 1.4341 0.6541 1.58 0.55 -1.15 0.0009
O -0.5621 1.5371 1.1530 -1.34 0.75 0.50 0.0081
O 1.7139 -1.1374 -1.2557 1.88 -0.01 -0.18 0.1749
P -1.6424 -1.5758 0.6632 -1.38 1.94 1.70 0.2183
H 2.1880 1.7260 -0.2193 -0.42 -0.31 0.96 0.0001
H -1.8401 -0.0919 0.9877 0.16 -2.09 0.56 0.0251
```
Forces are in eV/Å.

Record 2
DFT (the ωB97M-V functional and the def2-TZVPD basis) results for a gas-phase ion, C4H2NO3 (charge -1).

Computed properties:
E_HOMO   -0.177 hartree
Total charge   -1
DFT total energy   -11812.765 eV
SMILES   N#C[C@]1(C(=O)[O-])CO1
Maximum force   0.03947 hartree/bohr
Energy relative to the best compared isomer or geometry (same formula, charge and spin)   1.457 eV

Geometry as XYZ:
```
10
Properties=species:S:1:pos:R:3:forces:R:3:mulliken_charge:R:1
N 0.8185 2.2709 -1.2663 -0.50 -0.89 0.84 -0.5333
C 0.5038 1.3340 -0.6573 -0.30 1.06 -0.67 0.1238
C 0.1250 0.1450 0.1234 -0.28 -1.04 0.14 0.7756
C 1.1557 -1.0238 -0.2619 -1.23 0.94 1.30 0.5261
O 1.7880 -0.6542 -1.2473 0.77 -0.78 -0.66 -0.6676
O 1.1017 -2.0146 0.4658 0.30 -0.47 -0.16 -0.7077
C -1.3259 -0.0817 0.5543 -0.13 -0.27 -1.23 -0.5455
O -0.3740 0.4497 1.4226 0.20 0.42 0.35 -0.4419
H -1.9513 0.6212 -0.0364 -0.15 -0.20 1.05 0.2280
H -1.8414 -1.0466 0.9030 1.32 1.22 -0.94 0.2426
```
Forces are in eV/Å.

Record 3
DFT (the ωB97M-V functional and the def2-TZVPD basis) results for a molecular structure, C4H2NaO.

Computed properties:
E_HOMO (spin up / spin down)   -0.212 / -0.274 hartree
DFT total energy   -10639.721 eV
Expectation value of S²   0.774
Spin multiplicity   2
Maximum force   0.02661 hartree/bohr
Energy relative to the best compared isomer or geometry (same formula, charge and spin)   0.040 eV

Geometry as XYZ:
```
8
Properties=species:S:1:pos:R:3:forces:R:3:lowdin_spin:R:1
C 0.6461 -2.3512 -0.8881 -0.26 0.01 0.05 0.4460
C 0.8663 -0.0859 0.4142 -0.67 0.33 0.11 0.3680
C 0.6223 -1.1645 -0.1914 0.93 0.58 0.21 0.1246
C -2.6222 3.5154 0.5203 0.38 -0.06 0.14 0.0003
O -1.5757 3.3906 0.9320 -0.29 0.03 -0.11 0.0009
Na 0.7620 2.3785 1.5602 -0.02 -1.23 -0.60 0.0080
H 0.4442 -2.3844 -1.9619 0.03 0.02 0.37 0.0262
H 0.8570 -3.2985 -0.3853 -0.10 0.32 -0.16 0.0259
```
Forces are in eV/Å.

Record 4
DFT (the ωB97M-V functional and the def2-TZVPD basis) results for a single C4H2O2 molecule.

Computed properties:
E_HOMO   -0.331 hartree
DFT total energy   -8266.816 eV
Maximum force   0.07306 hartree/bohr
Energy relative to the best compared isomer or geometry (same formula, charge and spin)   5.712 eV

Geometry as XYZ:
```
8
Properties=species:S:1:pos:R:3:forces:R:3:mulliken_charge:R:1
C 0.7096 -0.7269 0.6466 -2.24 2.94 -0.50 -0.4046
C -0.1130 0.1251 1.1275 -0.57 -0.09 -1.29 -0.5296
C 0.2510 -0.1308 -1.4763 0.26 -1.79 0.75 -0.4800
C -0.6545 0.6102 -0.3468 -0.56 -0.73 3.64 1.0564
O 0.1915 1.2144 -1.1988 0.20 1.20 -0.97 -0.2100
O -1.2585 -0.2763 -1.1186 0.42 0.59 -1.06 -0.2879
H 1.4824 -1.2915 0.3301 2.01 -1.89 -0.20 0.5148
H -0.6083 0.4758 2.0363 0.49 -0.22 -0.37 0.3410
```
Forces are in eV/Å.

Record 5
DFT (the ωB97M-V functional and the def2-TZVPD basis) results for a single C4H2O2 molecule.

Computed properties:
E_HOMO (spin up / spin down)   -0.259 / -0.259 hartree
DFT total energy   -8268.343 eV
Maximum force   0.04880 hartree/bohr
Energy relative to the best compared isomer or geometry (same formula, charge and spin)   4.185 eV

Geometry as XYZ:
```
8
Properties=species:S:1:pos:R:3:forces:R:3:mulliken_charge:R:1
C 0.1219 0.4274 -0.7704 -1.15 0.22 0.55 -0.7394
C -0.9871 0.3892 0.1698 0.18 1.26 -2.16 -0.1232
C 1.1570 -0.3201 -0.4711 1.73 -0.43 -0.69 0.5899
C 0.0943 -1.1270 1.6406 0.56 -1.03 1.14 -0.1399
O -0.6901 -0.3824 1.1613 -1.07 -0.27 1.32 -0.0252
O 2.0979 -0.9734 -0.2327 -0.30 0.28 -0.21 -0.3696
H 0.0954 1.0246 -1.6597 0.15 0.06 -0.22 0.3510
H -1.8893 0.9617 0.1621 -0.10 -0.10 0.28 0.4565
```
Forces are in eV/Å.

Record 6
DFT (the ωB97M-V functional and the def2-TZVPD basis) results for a single C4H2O2 molecule.

Computed properties:
E_HOMO   -0.399 hartree
DFT total energy   -8271.683 eV
SMILES   O=CC#CC=O
Maximum force   0.01471 hartree/bohr
Energy relative to the best compared isomer or geometry (same formula, charge and spin)   0.845 eV

Geometry as XYZ:
```
8
Properties=species:S:1:pos:R:3:forces:R:3:mulliken_charge:R:1
O -3.0046 -0.1146 0.4077 0.39 0.07 -0.11 -0.4201
C -1.8255 -0.3265 0.3533 -0.43 0.04 0.05 0.0593
C -0.7476 0.5324 -0.1367 0.66 -0.01 -0.04 0.1404
C 0.4277 0.7101 -0.3696 -0.68 -0.27 0.20 0.0072
C 1.8287 0.2998 -0.3427 0.19 -0.36 0.03 -0.0304
O 2.0577 -0.8856 -0.2982 0.18 0.53 -0.12 -0.3837
H -1.3600 -1.2707 0.6940 -0.26 -0.03 0.06 0.3152
H 2.6236 1.0551 -0.3078 -0.05 0.03 -0.07 0.3121
```
Forces are in eV/Å.

The highest maximum force belongs to which entry?
number 4